Version 1
DFT (wB97M-V/def2-TZVPD) results for a single C4H10OS molecule.

```
16
Properties=species:S:1:pos:R:3:nbo_charge:R:1
O -2.341 1.792 0.663 -0.737
C -1.465 0.703 1.019 -0.061
C -0.758 0.179 -0.221 -0.447
C 0.737 0.238 -0.362 -0.425
C 1.328 -1.147 -0.670 -0.503
S 3.110 -0.824 -0.767 -0.052
H -3.106 1.809 1.236 0.469
H -0.746 1.219 1.678 0.165
H -2.022 -0.080 1.522 0.170
H -1.272 0.688 -1.069 0.234
H -1.186 -0.818 -0.444 0.203
H 1.191 0.704 0.544 0.219
H 0.862 0.951 -1.223 0.218
H 1.079 -1.809 0.148 0.213
H 0.974 -1.580 -1.596 0.213
H 3.615 -2.024 -0.460 0.121
```

Summary:
**Spin multiplicity**: 1
**Frontier orbital gap**: 10.0 eV
**SMILES**: OCCCCS
**Highest occupied orbital energy**: -9.03 eV

Version 2
DFT (wB97M-V/def2-TZVPD) results for a single C4H10OS molecule.

```
16
Properties=species:S:1:pos:R:3:nbo_charge:R:1
C -0.425 1.843 -0.017 -0.627
C -0.284 0.402 -0.343 -0.311
S -1.830 -0.545 0.005 -0.051
C 0.957 -0.192 0.326 0.066
C 1.203 -1.557 -0.127 -0.633
O 2.075 0.591 -0.079 -0.718
H 0.533 2.419 -0.158 0.235
H -1.211 2.314 -0.586 0.220
H -0.697 1.934 1.021 0.201
H -0.226 0.224 -1.423 0.221
H -1.811 -0.440 1.369 0.115
H 0.892 -0.066 1.404 0.164
H 0.423 -2.284 0.192 0.226
H 1.272 -1.638 -1.218 0.217
H 2.142 -1.951 0.259 0.209
H 2.654 0.507 0.665 0.466
```

Summary:
**Spin multiplicity**: 1
**Frontier orbital gap**: 9.9 eV
**SMILES**: C[C@H](S)[C@@H](C)O
**Highest occupied orbital energy**: -9.09 eV

On energetic grounds, version 2 is preferred over the next structure by 61.2 kJ/mol.

Version 1
DFT (wB97M-V/def2-TZVPD) results for 2 unconnected molecules or ions with the total composition C4H10OS.

```
16
Properties=species:S:1:pos:R:3:nbo_charge:R:1
C -2.490 0.009 0.930 -0.757
C -3.704 0.550 0.313 0.431
O -4.699 1.092 0.743 -0.513
H -2.172 -1.117 0.833 0.263
H -2.461 0.253 2.009 0.238
H -1.577 0.259 0.404 0.254
H -3.548 0.799 -0.791 0.084
C 3.933 -0.851 0.400 -0.625
C 3.125 -0.587 -0.906 -0.473
S 1.344 -0.053 -0.697 -0.101
H 3.362 -1.331 1.270 0.227
H 4.401 0.122 0.559 0.209
H 4.741 -1.486 0.041 0.210
H 3.707 0.079 -1.558 0.218
H 2.913 -1.507 -1.364 0.203
H 1.533 1.313 -0.612 0.131
```

Summary:
**Spin multiplicity**: 1
**Frontier orbital gap**: 10.1 eV
**SMILES**: CC=O.CCS
**Highest occupied orbital energy**: -9.34 eV

Version 2
DFT (wB97M-V/def2-TZVPD) results for 2 unconnected molecules or ions with the total composition C4H10OS.

```
16
Properties=species:S:1:pos:R:3:nbo_charge:R:1
C 1.768 -1.408 0.501 -0.731
C 0.486 -1.206 1.267 0.450
O -0.574 -1.666 0.925 -0.554
H 1.755 -2.360 -0.023 0.234
H 1.891 -0.621 -0.243 0.246
H 2.598 -1.351 1.208 0.221
H 0.565 -0.643 2.205 0.111
C -0.808 0.588 -1.662 -0.617
C -1.294 1.209 -0.358 -0.498
S 0.092 1.834 0.665 -0.069
H -0.191 1.292 -2.221 0.205
H -0.240 -0.316 -1.462 0.215
H -1.682 0.310 -2.253 0.220
H -1.822 0.444 0.208 0.231
H -1.924 2.062 -0.561 0.208
H -0.620 1.831 1.804 0.128
```

Summary:
**Spin multiplicity**: 1
**Frontier orbital gap**: 9.9 eV
**SMILES**: CC=O.CCS
**Highest occupied orbital energy**: -9.11 eV

Version 3
DFT (wB97M-V/def2-TZVPD) results for a single C4H10OS molecule.

```
16
Properties=species:S:1:pos:R:3:nbo_charge:R:1
C -0.938 1.442 -0.238 -0.627
C -0.796 -0.118 -0.456 -0.338
S -2.421 -0.868 -0.326 -0.023
C 0.289 -0.773 0.413 -0.465
C 1.684 -0.247 0.336 -0.079
O 2.175 -0.487 -0.996 -0.708
H 0.050 1.955 -0.315 0.220
H -1.665 1.781 -0.985 0.227
H -1.432 1.755 0.727 0.206
H -0.493 -0.382 -1.492 0.222
H -2.698 -0.022 0.738 0.117
H -0.030 -0.624 1.419 0.212
H 0.198 -1.870 0.471 0.223
H 1.977 0.755 0.674 0.196
H 2.177 -0.895 1.112 0.161
H 1.922 -1.403 -1.083 0.457
```

Summary:
**Spin multiplicity**: 1
**Frontier orbital gap**: 9.9 eV
**SMILES**: C[C@H](S)CCO
**Highest occupied orbital energy**: -9.06 eV

On energetic grounds, version 2 is preferred over the next structure by 45.0 kJ/mol.

Version 1
DFT (wB97M-V/def2-TZVPD) results for a single C4H8ClN molecule.

```
14
Properties=species:S:1:pos:R:3:nbo_charge:R:1
C 1.333 0.805 -0.125 -0.595
C 0.036 -0.031 -0.067 0.060
C -1.081 0.758 0.550 -0.622
C 0.040 -1.440 0.186 -0.250
N 0.004 -0.921 -1.245 -0.396
Cl -1.470 -1.118 -2.084 0.081
H 1.108 1.779 -0.420 0.211
H 1.992 0.229 -0.772 0.226
H 1.811 0.887 0.764 0.205
H -1.638 0.175 1.380 0.216
H -1.783 1.212 -0.127 0.232
H -0.495 1.552 1.025 0.219
H 0.961 -1.905 0.367 0.200
H -0.819 -1.983 0.568 0.213
```

Summary:
**Spin multiplicity**: 1
**Frontier orbital gap**: 10.4 eV
**SMILES**: CC1(C)CN1Cl
**Highest occupied orbital energy**: -9.37 eV

Version 2
DFT (wB97M-V/def2-TZVPD) results for a single C4H8ClN molecule.

```
14
Properties=species:S:1:pos:R:3:nbo_charge:R:1
C -1.793 -1.602 -0.191 -0.651
C -0.863 -0.500 0.287 0.031
Cl -0.766 -0.472 2.048 -0.061
C -0.127 0.366 -0.383 -0.240
C 0.860 1.333 0.078 -0.261
N 2.232 1.061 -0.399 -0.815
H -2.790 -1.361 0.059 0.228
H -1.654 -2.539 0.347 0.233
H -1.710 -1.836 -1.330 0.224
H -0.208 0.069 -1.431 0.217
H 0.801 1.423 1.200 0.191
H 0.640 2.365 -0.279 0.204
H 2.469 0.117 -0.145 0.346
H 2.910 1.574 0.139 0.355
```

Summary:
**Spin multiplicity**: 1
**Frontier orbital gap**: 10.3 eV
**SMILES**: C/C(Cl)=C/CN
**Highest occupied orbital energy**: -9.37 eV

Version 3
DFT (wB97M-V/def2-TZVPD) results for a single C4H8ClN molecule.

```
14
Properties=species:S:1:pos:R:3:nbo_charge:R:1
C -1.098 1.902 0.087 -0.573
C -0.953 0.587 0.038 0.224
Cl -2.544 -0.208 -0.197 -0.049
N 0.123 -0.260 0.093 -0.470
C -0.027 -1.623 -0.062 -0.401
C 1.553 0.079 0.035 -0.401
H -2.139 2.238 -0.135 0.227
H -0.359 2.693 0.330 0.217
H -0.872 -2.089 0.620 0.215
H -0.220 -1.887 -1.178 0.189
H 0.857 -2.004 0.391 0.202
H 1.666 1.142 0.117 0.213
H 2.174 -0.303 0.860 0.207
H 1.839 -0.267 -1.001 0.200
```

Summary:
**Spin multiplicity**: 1
**Frontier orbital gap**: 8.8 eV
**SMILES**: C=C(Cl)N(C)C
**Highest occupied orbital energy**: -7.91 eV

On energetic grounds, version 2 is preferred over the next structure by 105.0 kJ/mol.